{"formula": "C3H5BiO3", "method": "ωB97M-V with the def2-TZVPD basis set", "e_homo_ev": [-20.7083, -18.5553], "lumo_ev": [-11.40, -12.02], "charge": 2, "gap_ev": [9.31, 6.54], "relative_energy_ev": 3.400, "total_energy_ha": -556.738116, "elements": ["H", "O", "C", "C", "O", "O", "C", "H", "H", "H", "H", "Bi"], "positions_angstrom": [[0.557, 2.116, -1.974], [1.195, -0.544, -0.560], [1.050, 0.766, -0.281], [0.059, -1.305, -0.118], [0.123, 1.379, -1.360], [0.087, 0.804, 0.824], [-0.371, -0.537, 1.117], [0.392, -2.325, 0.095], [-0.715, -1.310, -0.898], [0.136, -0.880, 2.026], [-1.455, -0.527, 1.270], [-1.058, 2.362, -0.141]], "lowdin_charge": [0.22, 0.07, -0.11, -0.05, -0.30, -0.32, -0.07, 0.17, 0.16, 0.17, 0.15, 1.89]}



{"formula": "C11H13N3", "method": "ωB97M-V with the def2-TZVPD basis set", "e_homo_ev": [-6.5328, -6.5324], "lumo_ev": [-0.18, -0.18], "gap_ev": [6.36, 6.35], "relative_energy_ev": 6.951, "total_energy_ha": -590.961309, "elements": ["C", "C", "C", "C", "C", "C", "C", "C", "C", "C", "C", "N", "N", "N", "H", "H", "H", "H", "H", "H", "H", "H", "H", "H", "H", "H", "H"], "positions_angstrom": [[-3.758, 0.782, -0.162], [-2.947, 1.952, 0.255], [-3.163, -0.425, -0.392], [-1.600, 1.822, 0.593], [-1.193, -1.762, -0.190], [-1.719, -0.578, -0.200], [-0.927, 0.565, 0.315], [0.408, 0.406, 0.382], [0.308, -1.963, 0.196], [2.571, -0.928, 0.194], [1.087, -0.726, -0.226], [3.223, 0.308, 0.819], [2.799, 1.491, 0.333], [2.965, 1.531, -0.973], [-4.752, 0.814, -0.309], [-3.533, 2.834, 0.482], [-3.706, -1.287, -0.639], [-1.034, 2.661, 0.949], [-1.772, -2.614, -0.533], [0.357, -1.964, 1.282], [0.603, -2.872, -0.313], [2.528, -1.576, 1.045], [3.167, -1.469, -0.601], [1.064, -0.451, -1.266], [2.914, 0.318, 1.847], [3.060, 2.507, -1.399], [3.051, 0.625, -1.487]], "lowdin_charge": [-0.07, -0.07, -0.03, -0.04, -0.04, -0.22, -0.22, 0.04, -0.13, -0.15, -0.39, -0.08, -0.06, 0.02, 0.05, 0.08, 0.09, 0.09, 0.11, 0.12, 0.11, 0.09, 0.13, 0.13, 0.16, 0.15, 0.12]}



{"formula": "C17H41B2Br3MnO8S4", "method": "ωB97M-V with the def2-TZVPD basis set", "s_squared": 9.0843, "multiplicity": 6, "e_homo_ev": [-9.1840, -8.9461], "lumo_ev": [-5.04, -4.40], "gap_ev": [4.14, 4.55], "relative_energy_ev": 12.738, "total_energy_ha": -11789.110431, "elements": ["Mn", "B", "H", "H", "H", "H", "B", "H", "H", "H", "H", "C", "Br", "Br", "Br", "H", "C", "C", "C", "S", "O", "O", "C", "H", "H", "H", "H", "H", "H", "H", "H", "C", "C", "C", "S", "O", "O", "C", "H", "H", "H", "H", "H", "H", "H", "H", "C", "C", "C", "S", "O", "O", "C", "H", "H", "H", "H", "H", "H", "H", "H", "C", "C", "C", "S", "O", "O", "C", "H", "H", "H", "H", "H", "H", "H", "H"], "positions_angstrom": [[4.092, -0.022, 1.423], [7.675, -1.024, 0.591], [7.485, -1.392, 1.587], [7.473, 0.035, 0.527], [8.716, -1.059, 0.310], [7.055, -1.579, -0.096], [1.413, -0.893, -0.915], [0.534, -1.277, -1.410], [1.552, -1.398, 0.029], [2.322, -0.973, -1.490], [1.286, 0.161, -0.724], [-3.417, -7.514, -1.376], [-2.578, -7.220, -3.178], [-3.085, -5.992, -0.162], [-2.869, -9.211, -0.522], [-4.494, -7.390, -1.489], [-0.567, 6.821, 2.600], [-1.123, 5.986, 1.360], [-1.679, 4.708, 1.894], [-0.555, 4.260, 3.370], [0.474, 3.239, 3.012], [-1.435, 4.188, 4.541], [0.297, 5.902, 3.423], [-1.395, 7.163, 3.221], [-0.103, 7.760, 2.300], [-0.299, 5.786, 0.676], [-1.815, 6.489, 0.685], [-1.620, 3.864, 1.206], [-2.696, 4.813, 2.271], [1.241, 5.855, 2.879], [0.628, 6.084, 4.446], [-0.328, -6.116, 6.932], [-0.775, -4.917, 7.764], [-0.142, -3.647, 7.114], [1.628, -4.159, 6.620], [2.509, -4.182, 7.759], [2.016, -3.656, 5.305], [1.090, -5.927, 6.274], [-0.995, -6.373, 6.108], [-0.254, -6.966, 7.610], [-0.366, -5.118, 8.754], [-1.863, -4.884, 7.821], [-0.034, -2.672, 7.589], [-0.736, -3.399, 6.234], [1.962, -6.552, 6.468], [1.014, -5.838, 5.190], [5.191, 4.304, -5.351], [6.359, 3.564, -4.687], [6.710, 4.376, -3.478], [5.108, 4.908, -2.658], [5.111, 6.384, -2.480], [4.769, 3.856, -1.639], [4.103, 4.575, -4.222], [4.640, 3.738, -6.102], [5.511, 5.295, -5.674], [7.277, 3.550, -5.274], [6.130, 2.511, -4.522], [7.282, 5.253, -3.781], [7.437, 3.982, -2.766], [3.433, 5.426, -4.345], [3.503, 3.689, -4.013], [-6.919, -2.753, -5.667], [-8.037, -2.879, -4.594], [-8.560, -1.455, -4.422], [-7.043, -0.426, -4.667], [-6.493, 0.008, -3.382], [-7.355, 0.496, -5.745], [-6.023, -1.724, -5.266], [-7.296, -2.479, -6.652], [-6.456, -3.730, -5.809], [-7.751, -3.110, -3.568], [-8.871, -3.543, -4.822], [-8.933, -1.214, -3.426], [-9.385, -1.148, -5.066], [-5.332, -1.928, -4.448], [-5.349, -1.287, -6.003]], "lowdin_charge": [1.32, -0.39, -0.11, -0.10, -0.05, -0.10, -0.32, -0.02, -0.08, -0.08, -0.07, -1.51, 0.50, 0.52, 0.53, -0.04, -0.21, -0.22, -0.20, 0.76, -0.38, -0.36, -0.24, 0.11, 0.11, 0.11, 0.11, 0.10, 0.10, 0.10, 0.11, -0.22, -0.21, -0.18, 0.70, -0.33, -0.37, -0.19, 0.11, 0.11, 0.11, 0.11, 0.09, 0.10, 0.10, 0.08, -0.19, -0.24, -0.23, 0.77, -0.38, -0.39, -0.19, 0.11, 0.11, 0.12, 0.12, 0.10, 0.10, 0.09, 0.09, -0.24, -0.19, -0.22, 0.70, -0.34, -0.33, -0.29, 0.13, 0.12, 0.12, 0.11, 0.10, 0.10, 0.12, 0.12]}



{"formula": "C2H11N3P", "method": "ωB97M-V with the def2-TZVPD basis set", "e_homo_ev": -11.1023, "lumo_ev": -2.96, "charge": 1, "gap_ev": 8.14, "relative_energy_ev": 3.254, "total_energy_ha": -588.042184, "elements": ["C", "C", "N", "N", "N", "P", "H", "H", "H", "H", "H", "H", "H", "H", "H", "H", "H"], "positions_angstrom": [[1.175, 0.364, 0.751], [-0.527, -0.403, -1.153], [0.994, 0.422, 2.283], [0.309, -1.389, -1.520], [-1.106, 0.336, -2.040], [-1.060, -0.167, 0.559], [1.335, 1.435, 0.320], [1.972, -0.199, 0.480], [1.817, 0.038, 2.636], [0.558, 1.267, 2.730], [0.501, -1.553, -2.538], [0.332, -2.238, -0.897], [-1.734, 1.108, -1.659], [0.157, -0.179, 2.512], [-0.805, 0.258, -2.944], [-1.390, 1.146, 0.336], [-2.531, -0.246, 0.146]], "lowdin_charge": [-0.27, -0.66, 0.02, 0.12, 0.16, 0.80, 0.09, 0.00, 0.11, 0.17, 0.15, 0.15, 0.15, 0.06, 0.09, -0.08, -0.07]}



{"formula": "C15H16IrN7O3S2", "method": "ωB97M-V with the def2-TZVPD basis set", "e_homo_ev": -14.8203, "lumo_ev": -6.97, "charge": 2, "gap_ev": 7.85, "relative_energy_ev": 0.000, "total_energy_ha": -2090.473830, "elements": ["Ir", "N", "C", "C", "N", "C", "C", "N", "C", "C", "N", "H", "H", "H", "H", "H", "H", "O", "C", "N", "S", "O", "O", "C", "C", "C", "C", "C", "C", "H", "H", "H", "H", "C", "N", "C", "N", "S", "H", "H", "H", "H", "H", "H"], "positions_angstrom": [[-0.081, -1.025, -0.193], [-0.914, -2.753, 3.351], [-0.688, -1.502, 3.882], [-0.331, -0.694, 2.848], [-0.335, -1.459, 1.707], [-0.701, -2.696, 2.032], [-0.759, -3.609, 0.919], [-0.437, -3.053, -0.240], [-0.535, -4.022, -1.205], [-0.919, -5.181, -0.601], [-1.055, -4.903, 0.738], [-1.203, -3.562, 3.879], [-0.800, -1.300, 4.932], [-0.080, 0.351, 2.838], [-0.319, -3.832, -2.242], [-1.101, -6.163, -1.001], [-1.343, -5.567, 1.441], [-2.070, -0.202, -0.195], [-1.594, 0.938, -0.460], [-0.264, 1.041, -0.247], [0.362, 2.289, -1.187], [1.189, 3.138, -0.391], [0.941, 1.679, -2.352], [-1.230, 2.986, -1.504], [-1.519, 4.180, -2.120], [-2.869, 4.488, -2.287], [-3.868, 3.624, -1.853], [-3.558, 2.418, -1.235], [-2.220, 2.112, -1.064], [-0.743, 4.852, -2.460], [-3.142, 5.420, -2.763], [-4.904, 3.897, -1.998], [-4.332, 1.744, -0.894], [4.228, 1.895, -0.349], [3.333, 0.797, -0.708], [3.190, -0.299, -0.020], [3.909, -0.525, 1.073], [2.124, -1.592, -0.565], [4.189, 2.631, -1.144], [5.254, 1.536, -0.255], [3.904, 2.366, 0.578], [2.803, 0.888, -1.566], [4.659, 0.089, 1.355], [3.831, -1.419, 1.528]], "lowdin_charge": [1.21, 0.16, -0.01, -0.04, -0.08, -0.21, -0.23, -0.11, -0.05, -0.01, 0.16, 0.19, 0.14, 0.13, 0.13, 0.14, 0.18, -0.05, -0.49, -0.20, 0.68, -0.26, -0.29, -0.21, 0.00, -0.01, -0.02, 0.03, -0.13, 0.14, 0.13, 0.12, 0.14, -0.02, 0.00, -0.75, 0.16, 0.66, 0.11, 0.10, 0.10, 0.10, 0.12, 0.11]}



{"formula": "C4H4N2O", "method": "ωB97M-V with the def2-TZVPD basis set", "e_homo_ev": -8.9527, "lumo_ev": -0.82, "gap_ev": 8.13, "relative_energy_ev": 5.315, "smiles": "CC1=NN=C=CO1", "total_energy_ha": -339.386353, "elements": ["C", "C", "N", "N", "C", "C", "O", "H", "H", "H", "H"], "positions_angstrom": [[1.562, -0.637, 0.158], [0.140, -0.281, 0.184], [-0.704, -1.147, -0.170], [-1.962, -0.805, 0.095], [-2.185, 0.430, -0.195], [-1.288, 1.402, -0.095], [-0.152, 0.992, 0.465], [2.230, 0.225, 0.291], [1.709, -1.138, -0.735], [1.785, -1.335, 0.897], [-1.135, 2.294, -0.895]], "lowdin_charge": [0.03, -0.41, 0.08, 0.04, -0.03, -0.18, 0.05, 0.11, 0.07, 0.07, 0.17]}



{"formula": "C4H7NO", "method": "ωB97M-V with the def2-TZVPD basis set", "e_homo_ev": -10.2183, "lumo_ev": 1.04, "gap_ev": 11.26, "relative_energy_ev": 3.575, "total_energy_ha": -286.500250, "elements": ["C", "N", "C", "C", "C", "O", "H", "H", "H", "H", "H", "H", "H"], "positions_angstrom": [[-1.424, 2.050, 0.487], [-0.837, 1.567, -0.707], [-0.198, 1.132, -1.586], [0.957, -1.276, -0.559], [1.991, -0.884, 0.394], [0.673, -0.394, 0.528], [-0.896, 1.611, 1.338], [-2.480, 1.773, 0.527], [-1.335, 3.138, 0.509], [0.990, -0.855, -1.563], [0.435, -2.224, -0.476], [2.326, -1.584, 1.153], [2.711, -0.126, 0.086]], "lowdin_charge": [-0.10, -0.10, 0.05, -0.19, -0.16, -0.13, 0.08, 0.09, 0.09, 0.06, 0.11, 0.10, 0.11]}



{"formula": "H10O5", "method": "ωB97M-V with the def2-TZVPD basis set", "e_homo_ev": -11.0429, "lumo_ev": 0.01, "gap_ev": 11.05, "relative_energy_ev": 1.222, "smiles": "O.O.O.O.O", "total_energy_ha": -382.179271, "elements": ["O", "H", "H", "O", "H", "H", "O", "H", "H", "O", "H", "H", "O", "H", "H"], "positions_angstrom": [[0.920, -2.669, -1.023], [1.026, -1.832, -0.587], [1.165, -2.448, -1.924], [-0.101, 2.554, 1.005], [0.525, 3.226, 0.644], [-0.567, 2.317, 0.223], [0.159, 0.528, -2.017], [0.082, 0.294, -1.122], [-0.061, 1.458, -1.992], [0.843, -0.204, 0.542], [0.339, -0.539, 1.227], [0.948, 0.721, 0.754], [-1.807, -0.941, 1.747], [-1.628, -1.829, 1.692], [-1.838, -0.633, 0.831]], "lowdin_charge": [-0.05, -0.03, 0.04, -0.03, 0.08, 0.01, -0.03, -0.06, 0.03, -0.02, 0.00, 0.03, -0.01, 0.00, 0.05]}



{"formula": "C5H7N", "method": "ωB97M-V with the def2-TZVPD basis set", "e_homo_ev": -9.8806, "lumo_ev": 1.06, "gap_ev": 10.94, "relative_energy_ev": 4.204, "smiles": "C1=NC1.C=C=C", "total_energy_ha": -249.318755, "elements": ["C", "N", "C", "H", "H", "H", "C", "C", "C", "H", "H", "H", "H"], "positions_angstrom": [[-1.795, -0.819, 0.919], [-1.844, 0.430, 0.982], [-1.870, -0.222, -0.392], [-1.741, -1.673, 1.584], [-2.816, -0.184, -0.928], [-0.978, -0.105, -1.005], [1.908, -0.697, -0.845], [1.614, 0.385, -0.177], [1.267, 1.443, 0.503], [2.648, -0.706, -1.641], [1.406, -1.633, -0.610], [1.765, 1.712, 1.431], [0.439, 2.069, 0.177]], "lowdin_charge": [-0.17, 0.10, -0.17, 0.11, 0.07, 0.06, -0.02, -0.21, -0.01, 0.06, 0.06, 0.06, 0.06]}



{"formula": "C3H4Cl3NO2", "method": "ωB97M-V with the def2-TZVPD basis set", "e_homo_ev": -9.4165, "lumo_ev": -3.68, "gap_ev": 5.74, "relative_energy_ev": 6.282, "total_energy_ha": -1702.305402, "elements": ["C", "C", "C", "N", "O", "O", "Cl", "Cl", "Cl", "H", "H", "H", "H"], "positions_angstrom": [[-1.886, 0.871, -1.867], [-1.311, 0.338, -0.558], [1.927, -0.689, 1.955], [-0.051, 0.081, -0.528], [0.882, -0.207, 1.479], [0.970, 0.106, -1.142], [2.017, -2.554, 1.609], [1.967, -0.731, 3.833], [3.477, -0.136, 1.379], [-2.839, 0.638, -1.644], [-1.666, 1.921, -1.990], [-1.513, 0.288, -2.686], [-1.973, 0.076, 0.160]], "lowdin_charge": [0.02, -0.01, -1.71, 0.05, -0.25, 0.20, 0.36, 0.44, 0.55, 0.04, 0.10, 0.10, 0.11]}



{"formula": "H25O12", "method": "ωB97M-V with the def2-TZVPD basis set", "s_squared": 0.7580, "multiplicity": 2, "e_homo_ev": [-17.0062, -17.0062], "lumo_ev": [-6.44, -13.71], "charge": 2, "gap_ev": [10.57, 3.30], "relative_energy_ev": 4.487, "total_energy_ha": -917.008239, "elements": ["O", "H", "H", "O", "H", "H", "O", "H", "O", "H", "H", "O", "H", "H", "O", "H", "H", "O", "H", "H", "O", "H", "H", "O", "H", "H", "O", "H", "H", "O", "H", "H", "O", "H", "H", "H", "H"], "positions_angstrom": [[2.342, 2.583, 1.400], [2.475, -2.774, 0.696], [-1.433, 1.198, -1.947], [-1.526, 0.339, 0.764], [-1.551, 0.602, -0.184], [-2.286, 0.696, 1.267], [-3.114, -0.989, 2.699], [1.297, -0.210, 1.078], [2.460, -1.082, -2.851], [-4.045, -0.658, 2.800], [2.420, -2.026, -2.679], [1.987, -2.629, 2.326], [2.521, -3.286, 2.645], [1.215, -2.521, 2.812], [2.944, -2.794, -0.049], [-1.016, -2.779, -0.858], [4.087, -2.711, 0.028], [-3.466, 2.403, 0.939], [-3.997, 3.027, 0.428], [2.383, 3.220, 2.087], [-1.945, 0.431, -1.881], [-1.477, -0.325, -2.319], [-0.541, 0.666, 1.237], [0.849, 0.552, 0.773], [-3.032, -1.475, 3.497], [1.438, 1.334, 1.283], [-0.122, 2.755, -0.317], [-0.223, 1.896, -0.860], [-0.184, 3.476, -1.021], [-0.704, -3.571, -0.949], [3.256, -0.948, -2.275], [1.537, 3.051, 1.053], [0.291, 1.795, -3.113], [-3.926, 2.142, 1.805], [1.188, 1.926, -2.895], [-0.208, -4.066, -1.589], [0.138, 2.194, -4.026]], "lowdin_charge": [-0.01, -0.08, -0.03, 0.10, 0.05, 0.09, -0.05, 0.03, 0.14, 0.08, 0.06, 0.05, 0.04, 0.06, 0.18, -0.05, 0.28, -0.07, 0.06, 0.07, 0.00, 0.10, 0.17, -0.07, 0.03, 0.11, -0.09, 0.03, 0.11, 0.14, 0.10, 0.07, -0.05, 0.10, 0.02, 0.08, 0.12]}



{"formula": "C20H25O5STi", "method": "ωB97M-V with the def2-TZVPD basis set", "s_squared": 0.7544, "multiplicity": 2, "e_homo_ev": [-6.8628, -7.2314], "lumo_ev": [0.01, 0.01], "gap_ev": [6.87, 7.24], "relative_energy_ev": 0.000, "total_energy_ha": -2401.000070, "elements": ["Ti", "C", "O", "C", "C", "O", "C", "C", "O", "C", "H", "H", "H", "H", "H", "H", "H", "H", "H", "H", "H", "H", "H", "H", "O", "C", "O", "C", "C", "C", "C", "C", "C", "S", "H", "H", "H", "H", "C", "C", "C", "C", "C", "C", "C", "H", "H", "H", "H", "H", "H", "H"], "positions_angstrom": [[-0.276, -0.223, -0.163], [2.879, -0.432, 1.022], [1.919, 0.050, 0.090], [2.298, 1.199, -0.679], [1.630, 2.406, -0.058], [0.249, 2.087, 0.109], [-0.327, 2.529, 1.343], [0.040, 1.548, 2.434], [-0.370, 0.233, 2.045], [-1.492, -0.278, 2.799], [3.728, -0.868, 0.492], [3.225, 0.376, 1.673], [2.385, -1.195, 1.617], [3.384, 1.307, -0.689], [1.942, 1.026, -1.695], [2.082, 2.640, 0.910], [1.725, 3.281, -0.706], [0.011, 3.541, 1.582], [-1.403, 2.536, 1.168], [1.122, 1.513, 2.583], [-0.425, 1.815, 3.385], [-1.188, -0.401, 3.839], [-2.338, 0.405, 2.713], [-1.750, -1.240, 2.366], [-0.450, 0.283, -4.170], [-1.033, 0.151, -3.117], [-0.369, -0.058, -1.994], [-2.525, 0.171, -3.000], [-3.198, 0.138, -4.227], [-4.574, 0.157, -4.304], [-5.306, 0.219, -3.123], [-4.659, 0.258, -1.906], [-3.259, 0.233, -1.805], [-2.659, 0.306, -0.143], [-2.590, 0.100, -5.120], [-5.070, 0.125, -5.265], [-6.389, 0.236, -3.149], [-5.236, 0.304, -0.992], [-0.020, -2.401, 0.040], [-1.006, -3.162, 0.830], [-2.310, -3.383, 0.372], [-3.253, -4.020, 1.161], [-2.930, -4.459, 2.439], [-1.641, -4.259, 2.911], [-0.697, -3.622, 2.117], [-0.058, -2.681, -1.020], [0.995, -2.630, 0.387], [-2.591, -3.026, -0.613], [-4.254, -4.169, 0.775], [-3.671, -4.955, 3.053], [-1.363, -4.605, 3.899], [0.310, -3.479, 2.496]], "lowdin_charge": [0.86, -0.04, -0.29, -0.14, -0.14, -0.20, -0.16, -0.16, -0.31, -0.06, 0.11, 0.10, 0.09, 0.14, 0.13, 0.13, 0.14, 0.14, 0.11, 0.12, 0.14, 0.11, 0.08, 0.07, 0.08, -0.53, -0.19, -0.14, -0.03, -0.09, -0.09, -0.14, -0.55, 0.70, 0.12, 0.10, 0.10, 0.09, -0.19, -0.34, -0.07, -0.09, -0.11, -0.11, -0.09, 0.06, 0.04, 0.11, 0.10, 0.09, 0.10, 0.10]}



Let's list strongest force on any atom in order: 0.138 0.093 0.105 0.111 0.011 0.095 0.025 0.069 0.010 0.085 0.215 0.007 Eh/bohr.